A structure of composition C15H50F3O13Y at a distorted geometry, computed with wB97M-V/def2-TZVPD.

Geometry as XYZ:
```
82
C15H50F3O13Y wB97M-V/def2-TZVPD
Y 0.3142 1.8486 7.0565
C -1.5440 2.6765 0.4965
O -0.5246 2.0267 -0.3258
O -1.2394 2.3600 1.8787
C -1.3307 4.2248 0.1632
F -0.3077 4.8020 0.8095
F -1.0442 4.4234 -1.1254
F -2.3885 4.9711 0.3901
C -0.6159 0.6448 -0.6069
C 0.6321 0.1892 -1.3391
H 0.8298 0.7296 -2.2648
H 1.4966 0.3162 -0.6873
H 0.6517 -0.8942 -1.4572
H -1.4911 0.5165 -1.2438
H -0.6182 0.1210 0.3491
H -2.5232 2.3565 0.1403
C 5.1121 3.5291 1.3759
O 5.5221 2.4793 2.2117
H 5.7627 4.3870 1.5460
H 5.3252 3.2828 0.3358
H 4.1403 3.9099 1.6902
H 5.6233 2.8976 3.0698
C -7.3699 -2.1866 -1.6209
O -8.0132 -1.7474 -0.4123
H -6.6665 -3.0028 -1.4557
H -8.1302 -2.6184 -2.2717
H -6.8499 -1.3089 -2.0048
H -8.8289 -1.3612 -0.7397
C -2.7074 -0.0657 -7.9636
O -3.1633 -0.6025 -9.1820
H -2.3502 0.9505 -8.1308
H -3.5144 -0.0179 -7.2325
H -1.9392 -0.6867 -7.5029
H -3.4335 -1.5128 -9.0403
C -0.3407 7.8825 7.0954
O 0.3954 6.7072 7.2653
H -1.1749 7.8606 7.7967
H 0.2080 8.8242 7.1073
H -0.8179 7.8732 6.1154
H 1.3115 6.9744 7.1605
C 5.4475 -7.7645 -5.6749
O 4.7015 -8.9655 -5.5600
H 4.8202 -6.8941 -5.4828
H 6.3796 -7.7047 -5.1130
H 5.7518 -7.8011 -6.7209
H 5.2193 -9.7280 -5.2913
C 2.4060 -3.3825 4.8339
O 2.2719 -1.9430 4.6081
H 1.9642 -3.5577 5.8148
H 1.8064 -4.0313 4.1954
H 3.4394 -3.7262 4.7907
H 2.8182 -1.7473 3.8434
C -3.4999 -2.4960 8.5638
O -2.9697 -1.7313 7.4791
H -4.5640 -2.6842 8.4209
H -2.8779 -3.3845 8.6716
H -3.3782 -1.9130 9.4767
H -3.4366 -2.0260 6.6937
C 7.7783 -1.2390 -1.5261
O 7.3386 -1.9773 -0.4522
H 8.4169 -1.8499 -2.1642
H 6.9647 -0.8550 -2.1414
H 8.3775 -0.3321 -1.4457
H 7.1952 -1.2688 0.1796
C 3.6035 4.1803 -6.2516
O 4.7574 3.4997 -6.7085
H 3.4044 5.1378 -6.7328
H 2.8371 3.4336 -6.4595
H 3.5529 4.4445 -5.1953
H 5.5277 4.0234 -6.4761
C -9.1662 4.6311 0.8622
O -10.3210 3.7544 1.0887
H -8.4804 4.1828 0.1433
H -9.4614 5.5453 0.3471
H -8.7189 5.0563 1.7606
H -10.4999 3.7169 2.0311
C 0.3857 -7.4239 -0.4729
O -0.2208 -8.3820 0.3574
H 0.4310 -7.6694 -1.5340
H -0.1623 -6.4847 -0.3971
H 1.3929 -7.2691 -0.0861
H 0.3699 -9.1346 0.2776
```

2S+1 = 1
ΔE to the lowest compared entry with this formula, charge and spin = 313.4 kcal per mole
Kohn-Sham gap = 1.002 eV
total charge = +2
strongest force on any atom = 0.0820 Eh/bohr

And the Mulliken charges, in e, turn out to be: number 1, Y, carries 1.30; number 2, C, carries 0.07; number 3, O, carries -0.15; number 4, O, carries -0.33; number 5, C, carries 0.75; number 6, F, carries -0.23; number 7, F, carries -0.22; number 8, F, carries -0.23; number 9, C, carries -0.13; number 10, C, carries -1.25; number 11, H, carries 0.34; number 12, H, carries 0.33; number 13, H, carries 0.39; number 14, H, carries 0.32; number 15, H, carries 0.30; number 16, H, carries 0.37; number 17, C, carries -0.52; number 18, O, carries -0.49; number 19, H, carries 0.28; number 20, H, carries 0.23; number 21, H, carries 0.21; number 22, H, carries 0.30; number 23, C, carries -0.48; number 24, O, carries -0.48; number 25, H, carries 0.21; number 26, H, carries 0.25; number 27, H, carries 0.21; number 28, H, carries 0.33; number 29, C, carries -0.47; number 30, O, carries -0.46; number 31, H, carries 0.22; number 32, H, carries 0.24; number 33, H, carries 0.24; number 34, H, carries 0.31; number 35, C, carries -0.55; number 36, O, carries -0.50; number 37, H, carries 0.21; number 38, H, carries 0.28; number 39, H, carries 0.24; number 40, H, carries 0.32; number 41, C, carries -0.45; number 42, O, carries -0.47; number 43, H, carries 0.20; number 44, H, carries 0.25; number 45, H, carries 0.25; number 46, H, carries 0.32; number 47, C, carries -0.52; number 48, O, carries -0.52; number 49, H, carries 0.20; number 50, H, carries 0.26; number 51, H, carries 0.26; number 52, H, carries 0.30; number 53, C, carries -0.49; number 54, O, carries -0.52; number 55, H, carries 0.26; number 56, H, carries 0.23; number 57, H, carries 0.20; number 58, H, carries 0.32; number 59, C, carries -0.62; number 60, O, carries -0.46; number 61, H, carries 0.26; number 62, H, carries 0.26; number 63, H, carries 0.28; number 64, H, carries 0.31; number 65, C, carries -0.47; number 66, O, carries -0.47; number 67, H, carries 0.26; number 68, H, carries 0.20; number 69, H, carries 0.24; number 70, H, carries 0.29; number 71, C, carries -0.49; number 72, O, carries -0.48; number 73, H, carries 0.21; number 74, H, carries 0.25; number 75, H, carries 0.25; number 76, H, carries 0.31; number 77, C, carries -0.50; number 78, O, carries -0.49; number 79, H, carries 0.25; number 80, H, carries 0.19; number 81, H, carries 0.24; number 82, H, carries 0.31